{
  "formula": "C25H38N4O5S",
  "method": "wB97M-V/def2-TZVPD",
  "elements": ["C", "S", "C", "C", "C", "N", "C", "O", "O", "C", "C", "C", "C", "C", "O", "N", "C", "C", "C", "C", "O", "N", "C", "C", "O", "N", "C", "C", "C", "C", "C", "C", "C", "C", "C", "H", "H", "H", "H", "H", "H", "H", "H", "H", "H", "H", "H", "H", "H", "H", "H", "H", "H", "H", "H", "H", "H", "H", "H", "H", "H", "H", "H", "H", "H", "H", "H", "H", "H", "H", "H", "H", "H"],
  "coordinates": [[-1.52491, -2.28305, 0.13283], [-0.90661, -0.94572, -0.91780], [0.34576, -1.83416, -1.90184], [1.57348, -2.26273, -1.11184], [2.25341, -1.07678, -0.41789], [3.65300, -1.35809, -0.17844], [4.62823, -0.45211, -0.42637], [4.42933, 0.61227, -0.96957], [5.80531, -0.92835, -0.00021], [7.01954, -0.15600, -0.17525], [6.91527, 1.16920, 0.57921], [7.28979, 0.07674, -1.66107], [8.10862, -1.03713, 0.43702], [1.57402, -0.81631, 0.94087], [1.19216, -1.76414, 1.61080], [1.50744, 0.45010, 1.39400], [1.84918, 1.65716, 0.67650], [0.58837, 2.24436, 0.03410], [-0.45047, 2.54012, 1.11648], [-1.82623, 2.95737, 0.61209], [-2.74773, 3.14617, 1.39214], [-1.99070, 3.08028, -0.71881], [-3.30195, 3.27336, -1.30661], [-3.98778, 1.91061, -1.51528], [-4.23698, 1.47396, -2.61629], [-4.21801, 1.29646, -0.33151], [-4.61766, -0.02070, -0.09095], [-4.68377, -0.44024, 1.23717], [-5.04713, -1.73642, 1.54114], [-5.34989, -2.64872, 0.53488], [-5.74298, -4.05274, 0.88220], [-5.28046, -2.21978, -0.78333], [-4.92157, -0.92292, -1.10390], [-0.68289, 1.29319, 1.98849], [0.63348, 0.73078, 2.51803], [-2.41970, -1.91081, 0.62136], [-1.77521, -3.13552, -0.49182], [-0.76863, -2.53675, 0.87136], [-0.14969, -2.69688, -2.34868], [0.62084, -1.13600, -2.69289], [2.28241, -2.72472, -1.80274], [1.29993, -2.99918, -0.35298], [2.21537, -0.20438, -1.07183], [3.88306, -2.16979, 0.37308], [7.86377, 1.69584, 0.52569], [6.14017, 1.79079, 0.13974], [6.67094, 0.98589, 1.62351], [7.32504, -0.87444, -2.18797], [8.24224, 0.58426, -1.78438], [6.50376, 0.68948, -2.09347], [7.89096, -1.22437, 1.48512], [8.15168, -1.99086, -0.08204], [9.07294, -0.54475, 0.35650], [2.25471, 2.36490, 1.40805], [2.62494, 1.47562, -0.06599], [0.19626, 1.49886, -0.66155], [0.85250, 3.15285, -0.50988], [-0.08416, 3.34845, 1.76083], [-1.26096, 2.78405, -1.34466], [-3.19859, 3.77507, -2.26901], [-3.89358, 3.88928, -0.62425], [-3.99180, 1.82944, 0.50437], [-4.44219, 0.25762, 2.02679], [-5.09258, -2.04949, 2.57452], [-6.69641, -4.05833, 1.41000], [-4.99954, -4.50771, 1.53548], [-5.84192, -4.66189, -0.01263], [-5.51152, -2.91168, -1.58060], [-4.86951, -0.60691, -2.13195], [-1.16897, 0.52653, 1.38091], [-1.34556, 1.54901, 2.81506], [1.12717, 1.44760, 3.18052], [0.46064, -0.20071, 3.05815]],
  "atomic_forces_ev_per_a": [[0.31, 0.22, -0.18], [-0.12, -0.19, -0.30], [-0.31, 0.06, 0.38], [-0.03, 0.15, -0.03], [-0.15, -0.20, -0.07], [-0.03, -0.26, 0.17], [-0.17, -0.27, 0.07], [0.15, 0.35, -0.20], [0.06, -0.15, 0.08], [0.51, 0.39, -0.09], [-0.19, -0.22, -0.13], [-0.26, -0.07, 0.19], [-0.43, 0.11, -0.12], [0.26, 0.00, -0.28], [-0.01, -0.25, 0.08], [0.11, 0.25, 0.41], [-0.06, 0.14, -0.56], [0.20, 0.18, 0.25], [-0.26, -0.24, -0.06], [0.56, 0.13, 0.05], [-0.31, 0.02, 0.26], [0.02, 0.06, -0.38], [-0.18, -0.06, -0.05], [0.19, 0.64, 0.02], [-0.04, -0.13, -0.23], [-0.08, 0.01, 0.50], [-0.10, -0.36, -0.10], [-0.01, 0.04, -0.06], [-0.01, 0.01, -0.13], [0.02, -0.04, -0.03], [-0.03, 0.03, 0.04], [0.01, -0.03, 0.26], [0.05, 0.16, -0.16], [0.17, 0.14, 0.25], [-0.34, -0.26, 0.18], [-0.13, -0.01, 0.03], [-0.11, -0.11, 0.00], [-0.06, -0.10, 0.06], [0.06, 0.02, -0.12], [0.00, -0.04, -0.08], [0.05, 0.03, 0.04], [0.06, -0.02, -0.08], [0.00, -0.07, 0.09], [0.06, 0.05, -0.02], [0.13, 0.04, 0.02], [0.02, 0.07, 0.01], [0.02, -0.01, 0.12], [0.05, -0.09, -0.06], [0.13, 0.03, 0.00], [0.03, 0.04, -0.05], [0.01, -0.01, 0.13], [0.04, -0.11, -0.06], [0.10, 0.07, -0.02], [0.04, -0.03, -0.06], [-0.06, 0.02, 0.12], [0.04, 0.06, -0.05], [-0.01, 0.04, -0.09], [-0.06, 0.01, -0.05], [0.07, 0.00, 0.13], [-0.08, -0.12, 0.09], [0.07, -0.02, -0.12], [0.03, 0.07, -0.19], [0.03, 0.09, 0.10], [0.00, -0.02, 0.12], [-0.06, -0.09, 0.03], [0.01, -0.10, 0.03], [-0.01, -0.09, -0.02], [-0.02, -0.07, -0.08], [0.01, 0.03, -0.04], [-0.03, -0.04, 0.06], [-0.03, -0.01, -0.03], [0.00, -0.02, 0.01], [0.06, 0.18, 0.00]],
  "e_homo_ev": -8.16,
  "de_lowest_ev": 0.0000,
  "lumo_ev": 0.59,
  "gap_ha": 0.3217,
  "smiles": "CSCC[C@H](NC(=O)OC(C)(C)C)C(=O)N1CCC(C(=O)NCC(=O)Nc2ccc(C)cc2)CC1"
}